(1)
Here is C32H31N11O2S3Zr as an isolated structure in a non-equilibrium geometry from the OMol25 dataset. Energies are from wB97M-V/def2-TZVPD.

For the highest occupied orbital energy, the calculation gives -17.58 eV. The molecular weight comes out at 789.10 g mol⁻¹. The energy above the lowest of the compared OMol25 structures with the same formula, charge and spin comes out at 72.8 kJ/mol. The total energy is -3231.23230 a.u. Its charge is +4. Its strongest force on any atom is 2.0 eV/A.

XYZ file:
```
80
C32H31N11O2S3Zr | the OMol25 dataset | wB97M-V/def2-TZVPD
Zr 0.02 -0.35 -0.36
C 1.91 -2.31 3.46
C 0.98 -1.90 2.51
N 1.26 -0.89 1.67
C 2.31 -0.10 1.98
C 3.07 -0.39 3.11
N 2.94 -1.53 3.77
C 2.54 1.04 1.10
C 3.53 1.96 1.37
C 3.70 3.09 0.57
C 2.83 3.20 -0.52
C 1.87 2.24 -0.76
N 1.69 1.15 0.03
C 0.97 2.34 -1.92
C 1.00 3.41 -2.81
N 0.20 3.50 -3.85
C -0.66 2.51 -4.03
C -0.72 1.43 -3.16
N 0.10 1.32 -2.10
C 4.74 4.09 0.84
C 5.92 3.73 1.47
C 6.88 4.71 1.70
N 6.70 5.99 1.35
C 5.56 6.33 0.76
C 4.56 5.42 0.46
H 1.81 -3.25 3.99
H -0.08 -2.09 2.65
H 3.82 0.29 3.50
H 4.16 1.82 2.23
H 2.94 4.04 -1.19
H 1.69 4.23 -2.67
H -1.34 2.57 -4.88
H -1.45 0.66 -3.33
H 6.14 2.71 1.75
H 7.82 4.47 2.17
H 5.45 7.38 0.50
H 3.64 5.77 0.00
O -5.79 -4.01 3.83
C -5.92 -4.53 2.54
N -4.56 -4.66 2.01
C -3.89 -3.62 1.52
O -4.40 -2.52 1.29
C -2.42 -3.79 1.21
C -1.60 -4.85 1.56
C -0.25 -4.80 1.23
C 0.26 -3.64 0.68
N -0.54 -2.65 0.22
C -1.85 -2.75 0.49
H -6.57 -4.24 4.35
H -6.46 -3.86 1.87
H -6.37 -5.52 2.52
H -4.07 -5.51 2.23
H -1.99 -5.73 2.07
H 0.42 -5.62 1.47
H 1.26 -3.63 0.28
H -2.51 -2.01 0.07
C -3.24 3.41 -0.18
N -3.90 2.11 -0.01
C -5.25 1.91 -0.18
C -5.51 0.62 0.16
N -4.31 0.05 0.52
C -3.34 0.97 0.41
S -1.69 0.79 0.95
H -3.50 4.05 0.66
H -3.59 3.86 -1.10
H -2.17 3.27 -0.22
H -5.91 2.69 -0.51
H -6.43 0.06 0.18
H -4.21 -0.92 0.88
S -1.51 -1.48 -2.33
C -0.11 -1.93 -3.15
N 0.06 -2.16 -4.42
C 1.41 -2.56 -4.85
C 2.36 -1.94 -3.82
S 1.39 -2.11 -2.27
H -0.72 -2.15 -5.07
H 1.61 -2.17 -5.85
H 1.48 -3.65 -4.87
H 2.57 -0.89 -4.01
H 3.29 -2.50 -3.71
```

Mulliken charges, unit e, in atom order: Zr 0.92; C -0.51; C -0.55; N 0.60; C 0.09; C -0.54; N -0.43; C 0.53; C -0.92; C 0.66; C -1.04; C 0.79; N -0.17; C -0.39; C -0.43; N -0.45; C -0.76; C -0.63; N 0.80; C 0.80; C -0.61; C -0.48; N -0.47; C -0.48; C -0.61; H 0.42; H 0.63; H 0.54; H 0.46; H 0.65; H 0.61; H 0.44; H 0.63; H 0.43; H 0.39; H 0.39; H 0.47; O -0.52; C -0.46; N -0.18; C 0.47; O -0.85; C -0.12; C -0.54; C -1.11; C -0.53; N 0.87; C 0.54; H 0.36; H 0.30; H 0.40; H 0.21; H 0.46; H 0.54; H 0.44; H 0.00; C -0.74; N 0.11; C -0.62; C -0.30; N 0.23; C 0.48; S -0.43; H 0.33; H 0.36; H 0.22; H 0.50; H 0.49; H 0.41; S -0.35; C 0.65; N -0.14; C -0.61; C -0.53; S 0.08; H 0.30; H 0.39; H 0.33; H 0.30; H 0.49

=====

(2)
Here is C32H31N2OP2S5SeY as an isolated structure from the OMol25 dataset. Energies are from wB97M-V/def2-TZVPD.

For the highest occupied orbital energy, the calculation gives -1.58 eV. The molecular weight comes out at 849.76 g mol⁻¹. The energy above the lowest of the compared OMol25 structures with the same formula, charge and spin comes out at 74.0 kJ/mol. The total energy is -6536.41450 a.u. Its charge is -2. Its strongest force on any atom is 0.6 eV/A.

XYZ file:
```
75
C32H31N2OP2S5SeY | the OMol25 dataset | wB97M-V/def2-TZVPD
Y -1.20 -0.68 -1.53
S 1.64 0.39 -2.96
P 1.97 0.01 -1.04
C 0.63 0.12 -0.05
P -0.11 1.52 0.47
S -2.01 1.67 -0.17
C 0.82 3.03 0.02
C 0.70 3.52 -1.28
C 1.51 4.56 -1.71
C 2.44 5.13 -0.85
C 2.56 4.64 0.45
C 1.76 3.60 0.88
C -0.19 1.67 2.30
C -0.78 2.78 2.90
C -0.85 2.87 4.28
C -0.33 1.84 5.07
C 0.25 0.74 4.48
C 0.33 0.65 3.09
C 2.56 -1.73 -0.89
C 3.56 -2.19 -1.73
C 4.01 -3.50 -1.63
C 3.46 -4.36 -0.69
C 2.45 -3.90 0.15
C 2.00 -2.59 0.06
C 3.44 0.92 -0.41
C 3.79 0.81 0.93
C 4.87 1.53 1.43
C 5.59 2.37 0.59
C 5.24 2.48 -0.74
C 4.17 1.76 -1.24
H -0.02 3.06 -1.95
H 1.41 4.92 -2.73
H 3.07 5.94 -1.19
H 3.30 5.07 1.12
H 1.87 3.22 1.88
H -1.20 3.56 2.27
H -1.31 3.73 4.74
H -0.39 1.91 6.15
H 0.64 -0.07 5.09
H 0.76 -0.20 2.58
H 3.95 -1.53 -2.50
H 4.79 -3.86 -2.30
H 3.80 -5.38 -0.62
H 1.99 -4.57 0.87
H 1.20 -2.21 0.69
H 3.20 0.18 1.58
H 5.13 1.44 2.48
H 6.43 2.94 0.99
H 5.80 3.15 -1.39
H 3.86 1.86 -2.28
S -2.93 -1.41 -5.98
C -2.11 -1.07 -4.57
S -2.13 0.51 -3.84
S -1.20 -2.30 -3.73
C -4.24 -1.08 1.85
N -4.73 -1.82 0.71
C -5.66 -2.86 0.91
C -5.56 -3.72 -0.10
N -4.58 -3.28 -0.99
C -3.92 -4.21 -1.88
C -3.84 -2.22 -0.35
Se -2.01 -2.73 0.24
H -5.09 -0.65 2.38
H -3.59 -0.27 1.51
H -3.67 -1.72 2.54
H -6.37 -2.81 1.72
H -6.18 -4.57 -0.34
H -4.68 -4.76 -2.43
H -3.27 -4.91 -1.33
H -3.30 -3.66 -2.59
C -4.76 -0.62 -1.91
O -3.60 -1.14 -1.26
H -5.53 -0.40 -1.16
H -5.14 -1.34 -2.63
H -4.45 0.28 -2.43
```

Mulliken charges, unit e, in atom order: Y -0.52; S -0.43; P 1.91; C -1.45; P 2.23; S -0.67; C 0.25; C -0.47; C -0.70; C -0.42; C -0.68; C -0.29; C -0.25; C -0.30; C -0.67; C -0.36; C -0.76; C -0.01; C 0.29; C -0.60; C -0.63; C -0.39; C -0.75; C -0.03; C 0.43; C -0.36; C -0.57; C -0.43; C -0.57; C -0.51; H 0.37; H 0.40; H 0.36; H 0.37; H 0.31; H 0.37; H 0.37; H 0.35; H 0.40; H 0.25; H 0.35; H 0.36; H 0.35; H 0.41; H 0.09; H 0.23; H 0.39; H 0.35; H 0.39; H 0.36; S -0.44; C 0.32; S -0.43; S -0.45; C -0.93; N 0.34; C -0.58; C -0.52; N 0.30; C -0.92; C 0.08; Se -0.66; H 0.37; H 0.19; H 0.26; H 0.40; H 0.40; H 0.37; H 0.25; H 0.17; C -1.11; O 0.54; H 0.35; H 0.27; H 0.30

=====

(3)
Here is a 5-piece molecular cluster, C32H31N6O15 overall in a non-equilibrium geometry from the OMol25 dataset. Energies are from wB97M-V/def2-TZVPD.

For the highest occupied orbital energy, the calculation gives -4.18 eV. The molecular weight comes out at 739.63 g mol⁻¹. The total energy is -2694.69641 a.u. Its charge is -1. Its strongest force on any atom is 3.5 eV/A.

XYZ file:
```
84
C32H31N6O15 | the OMol25 dataset | wB97M-V/def2-TZVPD
C 5.34 -3.02 3.53
C 5.54 -2.41 2.10
C 4.24 -2.33 1.24
N 3.03 -2.00 2.01
C 1.81 -2.07 1.19
O 1.91 -1.83 -0.21
N 1.64 -0.49 -0.54
O 2.61 0.16 -0.52
C 1.35 -3.59 1.27
O 0.31 -3.74 0.26
O 0.60 -3.76 2.47
C -0.28 -2.63 2.45
O -1.43 -2.64 2.68
C 0.65 -1.43 2.02
C 1.04 -0.80 3.42
O 0.72 -1.35 4.49
O 1.73 0.26 3.38
H 6.25 -2.98 4.16
H 4.98 -4.08 3.42
H 4.55 -2.48 4.10
H 5.99 -1.40 2.20
H 6.26 -3.07 1.56
H 4.08 -3.24 0.59
H 4.39 -1.50 0.51
H 2.86 -2.67 2.76
H 2.14 -4.33 1.06
H 0.02 -4.67 0.32
H -0.04 -0.69 1.55
C -2.70 -0.05 -3.95
C -3.24 1.17 -3.56
C -3.00 1.66 -2.28
C -2.20 0.93 -1.42
C -1.65 -0.29 -1.80
C -1.91 -0.77 -3.07
N -1.91 1.46 -0.08
O -2.42 2.52 0.24
O -1.19 0.80 0.64
H -2.89 -0.43 -4.95
H -3.86 1.74 -4.25
H -3.43 2.61 -1.99
H -1.03 -0.86 -1.12
H -1.48 -1.72 -3.38
C -8.54 -2.53 -3.66
C -8.61 -1.63 -4.72
C -7.51 -1.46 -5.55
C -6.36 -2.19 -5.31
C -6.28 -3.08 -4.25
C -7.38 -3.24 -3.42
N -5.20 -2.03 -6.20
O -5.29 -1.22 -7.11
O -4.22 -2.70 -5.97
H -9.41 -2.66 -3.02
H -9.52 -1.08 -4.91
H -7.57 -0.77 -6.38
H -5.37 -3.64 -4.05
H -7.33 -3.93 -2.59
C 10.27 2.33 -0.57
C 10.40 1.02 -1.03
C 9.38 0.10 -0.81
C 8.23 0.51 -0.15
C 8.09 1.81 0.32
C 9.12 2.72 0.10
N 7.14 -0.45 0.06
O 7.30 -1.59 -0.34
O 6.14 -0.04 0.62
H 11.06 3.04 -0.75
H 11.30 0.71 -1.55
H 9.49 -0.91 -1.17
H 7.20 2.13 0.84
H 9.02 3.74 0.45
C -3.14 4.28 2.81
C -3.12 4.80 4.10
C -4.22 5.50 4.58
C -5.33 5.66 3.77
C -5.36 5.14 2.48
C -4.26 4.45 2.00
N -6.50 6.37 4.28
O -6.44 6.83 5.41
O -7.48 6.47 3.56
H -2.28 3.73 2.44
H -2.25 4.66 4.72
H -4.19 5.90 5.58
H -6.22 5.27 1.84
H -4.27 4.04 1.00
```

Mulliken charges, unit e, in atom order: C -1.42; C 0.00; C -0.27; N -0.22; C 0.44; O -0.33; N 0.32; O -0.36; C -0.13; O -0.50; O -0.45; C 0.49; O -0.60; C 1.39; C 0.31; O -0.75; O -0.74; H 0.38; H 0.30; H 0.33; H 0.12; H 0.25; H 0.18; H 0.07; H 0.36; H 0.45; H 0.33; H -0.78; C -0.40; C -0.68; C -0.21; C -0.16; C 0.12; C -0.83; N 1.09; O -0.62; O -0.74; H 0.49; H 0.40; H 0.45; H 0.52; H 0.45; C -0.38; C -0.43; C -0.38; C 0.10; C -0.28; C -0.48; N 1.07; O -0.62; O -0.59; H 0.37; H 0.37; H 0.44; H 0.44; H 0.37; C -0.40; C -0.42; C -0.32; C 0.03; C -0.21; C -0.55; N 1.04; O -0.60; O -0.58; H 0.36; H 0.36; H 0.43; H 0.46; H 0.37; C -0.41; C -0.54; C -0.32; C 0.02; C -0.44; C -0.17; N 0.99; O -0.61; O -0.61; H 0.46; H 0.40; H 0.43; H 0.42; H 0.38